[1]
Formula: C3H7N3S2
Source: the Open Molecules 2025 dataset
Level of theory: ωB97M-V with the def2-TZVPD basis set

The largest force on an atom is 4.37 eV/A. For the LUMO energy (alpha / beta), the calculation gives 0.5609 / 0.5609 eV. Its gap between HOMO and LUMO (alpha / beta) is 7.90 / 7.90 eV. Its total charge is 0.

```
15
Properties=species:S:1:pos:R:3:forces:R:3
S 1.963667 -0.526395 1.882960 1.1 0.7 -1.1
S -0.161546 -1.592881 -3.067340 0.2 -0.2 -0.7
N -0.001069 1.372932 1.474791 0.1 1.5 -0.7
N -1.238084 -0.150125 -1.281547 -0.2 -0.9 -0.4
N -0.385531 -1.116831 -1.481875 0.0 0.5 2.0
C -1.591171 0.324517 -0.083008 2.9 -1.8 -0.8
C -0.575069 0.142119 0.967216 -0.5 -2.3 3.7
C 0.872208 0.449306 0.814146 0.3 0.6 -2.0
H 3.172834 0.096915 1.549529 -1.2 -0.5 0.4
H -1.698239 0.102758 -2.148435 -0.7 0.9 0.2
H 1.170556 0.880405 -0.211445 0.2 -1.4 1.7
H 1.065016 -2.064831 -2.783937 -0.1 0.1 -0.3
H -0.839208 -0.621367 1.842772 0.7 1.2 -2.1
H -2.054265 1.214835 0.104478 -1.9 2.1 -0.8
H 0.299904 1.488642 2.421695 -0.6 -0.4 0.8
```
Positions in Å, forces in eV/Å.

Atomic partial charges in e from the Mulliken method, atoms 1 to 8: S -0.2671; S -0.2022; N -0.6360; N 0.2976; N -0.5167; C -0.6650; C -0.0097; C 0.1563

***

[2]
Formula: C36H37Cl2IrN7OP
Source: the Open Molecules 2025 dataset
Level of theory: ωB97M-V with the def2-TZVPD basis set

The largest force on an atom is 0.92 eV/A. For the LUMO energy, the calculation gives -6.8660 eV. Its gap between HOMO and LUMO is 6.20 eV. Its total charge is +2.

```
85
Properties=species:S:1:pos:R:3:forces:R:3
Ir -0.449593 -0.546708 -0.438581 -0.5 0.6 0.5
Cl 1.884678 -4.861310 -0.772983 -0.1 0.0 0.0
Cl -3.116677 -6.835220 -0.843163 0.0 0.0 0.0
P -1.573708 1.554157 0.235040 0.0 0.2 0.1
O 0.533535 -2.228345 -0.940568 -0.2 -0.6 0.1
N -2.113598 -1.772793 -0.846818 0.1 -0.2 -0.1
N 0.146266 0.140064 -2.296584 -0.1 0.3 -0.1
N 1.247512 1.321701 -4.549716 -0.1 0.0 0.0
N 1.414293 -0.009920 -0.008858 0.1 -0.2 -0.3
N 8.376895 0.208088 0.820254 -0.2 0.0 0.0
N 0.451642 -2.786730 3.715934 -0.2 0.1 -0.1
N -0.313972 -1.338670 1.470581 0.3 -0.2 0.0
C 3.307959 -0.501378 1.303553 0.1 0.0 0.0
C 4.145575 0.015322 0.310205 -0.2 0.0 -0.1
C -2.584585 -4.167976 -0.881065 0.0 0.0 0.0
C -3.963369 -3.870344 -0.904324 0.0 0.0 0.0
C -1.191878 -2.064441 2.159036 0.0 0.0 -0.1
C -1.202828 4.316321 0.889001 0.0 0.0 0.1
C 5.608889 0.078083 0.492819 0.0 0.0 0.0
C -0.698912 -5.678293 -0.817770 0.1 0.0 0.0
C 1.943800 -0.561835 1.089659 0.0 0.0 0.1
C -2.416772 1.454957 1.885482 0.0 -0.1 0.0
C -3.998158 3.104225 -0.255457 0.0 0.0 0.0
C -1.457762 1.284473 3.074848 -0.1 0.1 0.0
C 6.287419 -0.892045 1.222060 0.0 0.0 0.0
C 0.971624 -1.322213 1.912969 -0.1 0.3 -0.1
C 6.347146 1.114017 -0.069429 0.0 0.0 0.0
C -0.276401 -3.291960 -0.880078 0.2 0.5 -0.1
C 3.560307 0.401974 -0.905318 0.1 0.1 0.1
C -1.678776 -3.087590 -0.879111 0.0 0.1 0.0
C -4.370646 -2.565509 -0.919526 0.0 0.0 0.0
C -0.460509 3.016332 0.564761 0.0 -0.1 0.1
C 7.664436 -0.782788 1.348924 0.1 0.0 0.0
C -2.047616 -5.480369 -0.853347 -0.1 -0.1 0.0
C -0.537618 0.224744 -3.434681 0.1 -0.4 0.1
C 2.191015 0.372437 -1.035202 -0.3 0.0 -0.3
C -2.970733 2.130720 -0.863737 0.0 0.0 0.0
C -2.500640 2.713916 -2.201884 0.0 0.0 0.0
C 0.629274 3.332161 -0.453297 -0.1 0.0 -0.1
C 1.426095 0.582720 -2.297255 0.1 0.1 0.4
C -3.412320 -1.545555 -0.882581 0.0 0.0 -0.1
C -3.586761 0.465760 1.871540 0.0 -0.1 0.0
C 0.023211 0.815081 -4.559235 0.1 0.0 -0.1
C 1.326818 -2.062561 3.029039 0.0 0.0 0.0
C -0.803973 -2.773424 3.287490 0.2 0.0 0.1
C 0.186911 -4.583039 -0.824972 0.0 -0.2 0.0
C 7.719774 1.134997 0.128776 0.1 0.0 0.0
C 1.944954 1.189062 -3.428859 0.1 -0.1 0.0
H 0.227061 3.621786 -1.425755 0.0 0.0 0.0
H -2.208564 -2.106348 1.803247 0.0 0.0 -0.1
H -2.088951 1.961409 -2.867447 0.1 0.0 0.0
H -1.521241 -0.222816 -3.452825 -0.1 0.1 0.0
H -1.998156 0.878342 3.931087 0.0 0.0 0.0
H -2.855902 2.444738 2.005995 0.0 0.0 0.0
H -1.657206 4.745097 -0.002399 0.0 0.0 0.0
H -1.531593 -3.354113 3.840495 0.0 0.0 0.0
H -5.417371 -2.299746 -0.951246 0.0 0.0 0.0
H 8.317175 1.937271 -0.288144 0.0 0.0 0.0
H -3.994433 0.357559 2.877111 0.0 0.0 0.0
H -4.343702 2.854882 0.743826 0.0 0.0 0.0
H -3.515327 1.210243 -1.078578 0.0 0.0 -0.1
H -1.967156 4.215749 1.656859 0.0 0.0 0.0
H -3.627387 4.123945 -0.239850 0.0 0.0 0.0
H 1.313879 2.507117 -0.579224 0.1 -0.1 -0.1
H 5.777768 -1.744543 1.652259 0.0 0.0 0.0
H 8.220950 -1.532620 1.898738 0.0 0.0 0.0
H -3.729718 -0.514975 -0.877833 0.0 -0.1 0.1
H -4.873717 3.095233 -0.906539 0.0 0.0 0.0
H 0.041467 2.691790 1.482229 0.1 0.0 0.0
H 5.872732 1.916411 -0.620211 0.0 0.0 0.0
H -3.356443 3.154529 -2.714091 0.0 0.0 0.0
H -0.474166 5.041306 1.254252 0.0 0.0 0.0
H -1.052015 2.245329 3.389380 0.0 0.0 0.0
H 4.180355 0.676913 -1.747074 0.0 0.0 0.0
H -0.546010 0.884481 -5.477844 0.0 0.0 0.0
H -0.613594 0.632132 2.874672 0.1 -0.1 0.0
H 2.356438 -2.092870 3.361617 0.0 0.0 0.1
H -1.761788 3.504992 -2.072407 -0.1 0.0 0.0
H -0.295182 -6.680848 -0.785381 0.0 0.0 0.0
H -4.399863 0.805668 1.230053 0.0 0.0 0.0
H -3.311882 -0.523345 1.510472 0.1 0.0 0.1
H 3.730701 -0.872836 2.225871 0.0 0.0 0.0
H -4.681752 -4.678933 -0.912467 0.0 0.0 0.0
H 1.218199 4.173386 -0.084371 0.0 0.0 0.0
H 2.954191 1.583356 -3.422035 0.0 0.0 0.0
```
Positions in Å, forces in eV/Å.

Atomic partial charges in e from the Mulliken method, atoms 1 to 8: Ir 1.0800; Cl -0.1931; Cl -0.2139; P 0.8787; O -0.6455; N 0.0820; N 0.4083; N -0.5604

***

[3]
Formula: C4H12P2
Source: the Open Molecules 2025 dataset
Level of theory: ωB97M-V with the def2-TZVPD basis set

The SMILES is CCP(C)(C)=P. The largest force on an atom is 5.88 eV/A. For the LUMO energy, the calculation gives 0.7147 eV. Its gap between HOMO and LUMO is 7.72 eV. Its total charge is 0.

```
18
Properties=species:S:1:pos:R:3:forces:R:3
P -2.768287 0.685676 0.262223 -0.2 -2.5 -1.4
P -0.859593 -0.231998 -0.033524 0.9 -0.4 1.6
C 1.155358 1.961669 0.067061 -1.5 -1.1 2.5
C 0.525005 0.794656 -0.782257 -2.0 1.8 2.4
C -1.075993 -1.506267 -1.333829 -4.1 -0.9 4.1
C 0.110446 -1.237753 1.548262 -5.4 1.1 -2.1
H 0.437222 2.735512 0.596464 0.8 -1.9 -1.2
H -1.123977 -1.115747 -2.257787 -1.1 2.1 -3.2
H 1.666355 1.419569 0.902541 0.2 1.0 -0.5
H -0.068971 1.332725 -1.485734 0.0 -0.4 -1.7
H -0.308319 -2.146627 -1.491180 2.6 -2.4 0.6
H 0.987327 -1.561114 1.215137 3.7 -1.7 -1.8
H 1.802634 2.595871 -0.491084 0.8 0.0 -0.6
H 1.151875 -0.021416 -1.024331 1.3 -0.1 -1.1
H -0.608480 -2.116941 1.698128 1.1 1.7 0.7
H -2.088834 -2.117712 -1.054857 2.5 1.5 -0.9
H -2.201239 1.684724 0.912602 1.2 2.0 1.4
H 0.357408 -0.454138 2.226963 -0.8 0.2 1.2
```
Positions in Å, forces in eV/Å.

Atomic partial charges in e from the Mulliken method, atoms 1 to 8: P -0.0537; P 0.2904; C -1.0124; C -0.6360; C -1.3681; C -1.2110; H 0.2516; H 0.4951

***

[4]
Formula: C2H3NOS
Source: the Open Molecules 2025 dataset
Level of theory: ωB97M-V with the def2-TZVPD basis set

The largest force on an atom is 1.20 eV/A. For the LUMO energy (alpha / beta), the calculation gives -1.3425 / -1.3393 eV. Its gap between HOMO and LUMO (alpha / beta) is 7.27 / 7.27 eV. Its total charge is 0.

```
8
Properties=species:S:1:pos:R:3:forces:R:3
S 1.477879 1.275314 -0.052475 -0.3 0.2 0.1
O 1.899415 -1.349616 0.101481 -0.2 -0.5 0.0
N -0.268209 -0.548710 -0.184910 -1.1 -0.3 0.4
C -0.963737 0.530788 0.157316 0.9 -0.1 -0.4
C 1.149691 -0.424303 0.001365 0.7 0.7 0.0
H -1.883427 0.760564 -0.364615 -0.1 -0.1 -0.1
H -0.669002 -1.312676 -0.717099 0.1 0.1 0.0
H -0.742609 1.068638 1.058939 0.0 -0.1 0.1
```
Positions in Å, forces in eV/Å.

The net atomic charges from Mulliken, expressed in e, are: S -0.3528; O -0.5024; N -0.0641; C -0.3382; C 0.4072; H 0.2603; H 0.2688; H 0.3211